No. 1
100
Properties=species:S:1:pos:R:3:mulliken_charge:R:1 method="wB97M-V/def2-TZVPD" e_lumo_ev="-2.18 / -2.73" orbital_gap_ha="0.2342 / 0.1895" e_tot_ev=-81852.5980 e_homo_ev="-8.550 / -7.892" charge=+1
C -1.59 -1.78 -2.17 -0.39
C 0.70 -2.11 -1.99 0.01
C -1.70 -2.67 -3.26 -1.05
C 0.62 -3.18 -2.93 -1.05
C -0.56 -3.41 -3.60 -0.96
H -2.64 -2.72 -3.80 0.51
H 1.53 -3.75 -3.11 0.49
H -0.62 -4.17 -4.37 0.43
N -0.45 -1.57 -1.50 1.11
P -2.93 -0.60 0.05 -1.49
P 2.66 -0.76 -0.25 1.92
C -2.75 -0.87 -1.77 -0.53
H -2.56 0.12 -2.21 0.38
H -3.69 -1.22 -2.22 0.66
C 2.02 -1.60 -1.71 -0.95
H 2.78 -2.29 -2.06 0.59
C 4.20 0.01 -1.00 1.60
C 3.03 -1.68 1.37 2.43
C -3.74 1.08 0.24 2.34
C -3.90 -2.10 0.63 2.36
C 4.25 1.46 -0.49 -1.51
H 4.32 1.49 0.61 0.30
H 5.15 1.95 -0.90 0.50
H 3.38 2.04 -0.80 0.21
C 5.53 -0.69 -0.69 -2.01
H 5.80 -0.69 0.37 0.41
H 5.55 -1.72 -1.08 0.36
H 6.31 -0.13 -1.22 0.50
C 4.08 -0.02 -2.54 -1.72
H 4.90 0.57 -2.98 0.60
H 4.14 -1.05 -2.93 0.31
H 3.14 0.40 -2.90 0.21
C 3.75 -0.69 2.31 -1.75
H 3.10 0.14 2.61 0.09
H 4.05 -1.23 3.21 0.53
H 4.66 -0.28 1.86 0.37
C 1.79 -2.24 2.08 -1.83
H 1.19 -1.47 2.58 -0.08
H 1.17 -2.84 1.40 0.48
H 2.13 -2.92 2.88 0.77
C 3.94 -2.90 1.10 -1.82
H 4.92 -2.64 0.71 0.42
H 4.09 -3.42 2.05 0.54
H 3.46 -3.61 0.41 0.34
C -4.47 -1.84 2.03 -1.68
H -4.99 -2.75 2.36 0.55
H -3.70 -1.61 2.77 0.16
H -5.21 -1.03 2.03 0.32
C -2.93 -3.30 0.69 -1.37
H -2.46 -3.49 -0.28 0.22
H -2.14 -3.19 1.44 0.09
H -3.52 -4.19 0.95 0.58
C -5.03 -2.42 -0.36 -1.73
H -5.64 -3.22 0.08 0.53
H -5.69 -1.56 -0.54 0.28
H -4.64 -2.79 -1.32 0.36
C -2.95 2.09 -0.63 -1.67
H -3.25 2.06 -1.68 0.41
H -3.13 3.11 -0.27 0.60
H -1.86 1.94 -0.59 0.10
C -3.67 1.53 1.71 -1.60
H -2.64 1.63 2.08 0.27
H -4.14 2.52 1.79 0.54
H -4.21 0.85 2.38 0.25
C -5.19 1.02 -0.22 -1.92
H -5.28 0.68 -1.27 0.35
H -5.80 0.37 0.42 0.35
H -5.61 2.03 -0.15 0.50
Hg -0.84 -0.36 1.15 1.67
C -0.54 -3.47 3.61 0.20
O -0.18 -3.54 4.70 -0.21
N 1.34 0.67 -0.46 -1.16
C 1.30 0.47 -1.71 -0.51
C 0.89 1.19 -2.90 0.77
C 0.58 2.54 -2.67 -0.46
C 0.91 0.70 -4.24 0.07
C 0.45 3.44 -3.74 -0.84
H 0.48 2.88 -1.62 0.30
C 0.79 1.61 -5.29 -0.88
H 1.00 -0.37 -4.40 0.51
C 0.60 2.96 -5.05 -0.49
H 0.24 4.50 -3.55 0.42
H 0.86 1.24 -6.32 0.43
H 0.54 3.68 -5.88 0.40
N 0.13 -0.35 4.33 -0.18
C 0.25 0.99 4.00 0.01
N -0.17 1.50 2.87 0.15
C 0.11 2.87 2.78 -1.09
C -0.26 3.73 1.73 0.17
C -0.01 5.10 1.87 -0.84
C 0.62 5.59 3.01 -0.54
C 1.02 4.74 4.05 -0.38
C 0.80 3.37 3.90 0.47
S 1.15 2.06 5.04 -0.26
H -0.82 -0.71 4.17 0.14
H 0.46 -0.57 5.26 0.28
H -0.76 3.30 0.86 0.54
H -0.33 5.79 1.08 0.42
H 0.82 6.67 3.10 0.36
H 1.50 5.09 4.96 0.40

***

No. 2
103
Properties=species:S:1:pos:R:3:mulliken_charge:R:1 method="wB97M-V/def2-TZVPD" e_lumo_ev=-1.47 orbital_gap_ha=0.1590 e_tot_ev=-96932.3770 e_homo_ev=-5.793 charge=0 relative_energy_ev=0.008
La 13.48 11.92 11.58 0.06
C 10.48 13.44 12.20 0.25
C 9.64 12.12 12.02 1.41
C 8.28 12.35 12.72 -1.96
C 9.50 11.67 10.57 0.88
C 8.32 11.99 9.89 -0.62
C 8.07 11.54 8.59 -1.40
C 9.16 11.08 7.85 -0.24
C 10.44 10.90 8.43 0.33
C 11.71 10.73 7.59 1.87
C 12.13 11.94 6.63 -1.18
C 11.54 9.47 6.75 -1.58
C 10.59 11.09 9.88 -0.29
N 11.67 10.60 10.54 0.07
C 11.92 9.22 10.35 -0.09
O 11.09 8.36 9.96 -0.69
C 13.27 8.74 10.77 -0.15
C 13.67 7.40 10.88 -0.45
C 14.87 7.08 11.43 -0.69
C 15.78 8.06 11.83 -0.50
C 15.42 9.37 11.61 -0.21
N 14.20 9.66 11.10 0.61
C 16.40 10.51 11.56 0.23
O 17.60 10.17 11.69 -0.72
N 15.95 11.81 11.39 1.46
C 16.86 12.73 10.92 -0.79
C 17.49 13.67 11.80 1.60
C 18.40 14.62 11.26 -1.47
C 18.96 14.44 10.00 -1.04
C 18.41 13.47 9.17 -0.59
C 17.31 12.68 9.58 0.64
C 16.70 11.72 8.57 1.77
C 17.78 10.75 8.02 -1.66
C 15.95 12.33 7.40 -1.45
C 17.22 13.76 13.23 0.24
C 15.73 14.00 13.48 -0.08
C 17.73 12.65 14.21 -1.28
H 10.25 13.98 13.14 0.36
H 10.38 14.22 11.37 -0.11
H 11.59 13.23 12.35 -0.71
H 10.23 11.31 12.56 0.03
H 7.73 13.25 12.25 0.40
H 8.44 12.56 13.75 0.49
H 7.58 11.49 12.69 0.37
H 7.55 12.51 10.42 0.35
H 7.08 11.58 8.09 0.31
H 8.97 10.70 6.81 0.22
H 12.65 10.67 8.22 -0.72
H 11.25 12.25 6.06 0.38
H 12.91 11.51 6.00 0.42
H 12.50 12.86 7.19 0.05
H 10.78 9.57 5.92 0.34
H 11.15 8.62 7.35 0.40
H 12.50 9.12 6.28 0.35
H 12.93 6.66 10.60 0.56
H 15.08 6.03 11.68 0.38
H 16.73 7.86 12.27 0.63
H 18.84 15.49 11.76 0.34
H 19.86 14.96 9.69 0.41
H 18.82 13.45 8.14 0.30
H 15.93 11.10 9.09 -0.77
H 18.53 11.25 7.44 0.41
H 17.36 9.92 7.42 0.38
H 18.26 10.29 8.94 0.36
H 16.64 12.37 6.54 0.44
H 15.48 13.34 7.54 0.10
H 15.18 11.65 7.06 0.40
H 17.70 14.74 13.50 0.51
H 15.20 13.03 13.36 -0.64
H 15.28 14.74 12.81 0.09
H 15.51 14.37 14.51 0.39
H 17.29 11.68 13.95 0.08
H 17.36 12.86 15.17 0.48
H 18.86 12.63 14.18 0.31
C 12.05 18.10 9.25 -0.82
Si 13.92 18.01 9.81 0.34
C 14.08 18.22 11.65 -0.86
C 14.92 19.37 8.85 -1.20
C 14.59 16.39 9.19 -0.63
H 11.45 18.85 9.80 0.32
H 11.50 17.17 9.37 0.12
H 12.12 18.39 8.21 0.28
H 13.99 19.30 11.84 0.32
H 15.09 17.85 11.96 0.28
H 13.27 17.69 12.17 0.26
H 14.27 20.20 8.64 0.35
H 15.27 19.07 7.85 0.35
H 15.80 19.76 9.36 0.34
H 15.61 16.19 9.59 0.23
H 14.59 16.37 8.07 0.48
I 13.31 14.78 9.98 0.12
I 8.76 15.54 8.81 -0.82
S 13.03 10.31 14.11 -0.31
C 12.93 11.27 15.51 0.20
N 11.86 11.99 15.91 -0.17
C 12.07 13.05 16.93 -0.66
C 13.49 12.85 17.42 -0.34
S 14.28 11.53 16.62 -0.04
H 10.94 11.81 15.47 0.28
H 11.31 12.91 17.74 0.35
H 11.89 14.03 16.47 0.25
H 13.52 12.60 18.49 0.36
H 14.20 13.72 17.27 0.31

***

No. 3
100
Properties=species:S:1:pos:R:3:mulliken_charge:R:1 method="wB97M-V/def2-TZVPD" e_lumo_ev="-5.12 / -5.11" orbital_gap_ha="0.1869 / 0.1870" e_tot_ev=-83346.0239 e_homo_ev="-10.202 / -10.202" charge=+1
Sc -1.46 -0.91 0.45 0.20
C -6.51 -1.10 4.25 -1.09
C -6.01 -0.16 3.16 -0.46
N -4.58 -0.01 3.23 -0.05
C -3.73 -0.68 2.45 0.58
S -2.06 -0.76 2.99 -0.51
N -4.17 -1.36 1.42 -1.13
N -3.20 -2.04 0.77 0.68
C -3.32 -3.33 0.60 0.28
C -4.57 -4.05 0.98 -1.37
C -2.06 -4.02 0.29 0.76
C -1.99 -5.36 -0.10 -0.84
C -0.75 -5.98 -0.13 -0.50
C 0.38 -5.24 0.20 -0.71
C 0.23 -3.90 0.53 -0.34
N -0.95 -3.30 0.58 0.17
H -7.59 -1.22 4.18 0.38
H -6.04 -2.08 4.14 0.27
H -6.27 -0.71 5.23 0.33
H -6.26 -0.55 2.17 0.31
H -6.47 0.83 3.28 0.35
H -4.19 0.36 4.09 0.30
H -4.85 -3.74 1.99 0.24
H -5.39 -3.75 0.33 0.33
H -4.45 -5.12 0.95 0.44
H -2.88 -5.90 -0.37 0.48
H -0.66 -7.02 -0.41 0.44
H 1.36 -5.70 0.20 0.55
H 1.09 -3.30 0.78 0.47
C 3.46 4.48 0.46 -1.29
C 2.11 4.88 -0.16 2.00
C 2.26 4.89 -1.69 -1.60
C 1.76 6.29 0.30 -2.32
C 1.08 3.85 0.26 -0.88
C 1.23 2.55 -0.13 -0.62
C 0.26 1.59 0.23 -0.49
N 0.27 0.29 -0.04 -0.05
C 1.18 -0.40 -0.76 -1.55
C 2.55 -0.17 -0.80 0.35
C 3.35 -0.89 -1.66 -1.63
C 2.71 -1.84 -2.48 -0.17
C 1.37 -2.16 -2.45 -0.10
C 0.53 -1.45 -1.54 2.12
O -0.75 -1.57 -1.39 -1.14
C 0.88 -3.25 -3.40 1.96
C 1.75 -4.50 -3.22 -1.64
C -0.58 -3.65 -3.20 -1.80
C 1.02 -2.71 -4.84 -1.80
C 4.84 -0.62 -1.68 2.07
C 5.40 -0.79 -0.26 -1.62
C 5.60 -1.56 -2.61 -2.27
C 5.07 0.82 -2.15 -1.37
C -1.00 1.99 0.87 1.36
O -1.94 1.13 0.85 -0.52
C -1.04 3.31 1.44 -0.86
C -0.01 4.17 1.11 -0.06
C -2.15 3.71 2.39 2.46
C -2.01 5.15 2.88 -2.39
C -2.05 2.77 3.61 -1.12
C -3.52 3.54 1.72 -1.65
H 4.22 5.21 0.18 0.47
H 3.78 3.50 0.10 0.10
H 3.40 4.44 1.54 0.35
H 2.98 5.64 -1.98 0.48
H 1.31 5.12 -2.17 0.36
H 2.61 3.93 -2.07 0.25
H 2.49 6.99 -0.08 0.45
H 1.76 6.37 1.38 0.41
H 0.78 6.59 -0.09 0.48
H 2.04 2.24 -0.77 1.29
H 2.97 0.52 -0.09 1.40
H 3.33 -2.38 -3.18 0.62
H 1.76 -4.80 -2.18 0.22
H 2.78 -4.34 -3.54 0.38
H 1.35 -5.32 -3.81 0.47
H -0.71 -4.16 -2.25 0.23
H -0.88 -4.32 -4.00 0.55
H -1.23 -2.78 -3.22 0.32
H 2.02 -2.37 -5.06 0.29
H 0.34 -1.86 -4.98 0.40
H 0.75 -3.48 -5.55 0.48
H 5.23 -1.81 0.09 0.38
H 4.95 -0.10 0.45 0.31
H 6.48 -0.61 -0.27 0.45
H 5.42 -2.60 -2.35 0.47
H 6.67 -1.37 -2.50 0.46
H 5.34 -1.38 -3.65 0.39
H 4.63 1.55 -1.48 0.07
H 4.65 0.97 -3.14 0.34
H 6.14 1.02 -2.20 0.52
H -0.05 5.16 1.51 0.70
H -1.07 5.30 3.40 0.44
H -2.81 5.36 3.58 0.43
H -2.09 5.86 2.06 0.46
H -1.09 2.89 4.10 0.32
H -2.16 1.74 3.30 -0.16
H -2.83 3.01 4.33 0.45
H -3.60 4.20 0.86 0.34
H -4.30 3.79 2.43 0.48
H -3.66 2.51 1.40 0.25

***

No. 4
111
Properties=species:S:1:pos:R:3:mulliken_charge:R:1 method="wB97M-V/def2-TZVPD" e_lumo_ev=-10.46 orbital_gap_ha=0.0413 e_tot_ev=-135870.7660 e_homo_ev=-11.585 charge=+1
Be -4.31 1.02 -2.91 0.90
As 0.02 0.25 0.17 2.04
F 0.37 -0.59 1.68 -0.48
F -1.72 -0.05 0.34 -0.52
F -0.43 1.04 -1.34 -0.52
F 1.70 0.55 -0.14 -0.47
F 0.14 -1.32 -0.73 -0.52
F -0.16 1.84 1.00 -0.52
N -2.02 -1.45 -6.83 -0.47
C -0.69 -1.93 -6.73 -0.22
C -0.03 -2.63 -7.75 -0.32
C -0.62 -2.71 -9.03 -0.16
C -1.88 -2.16 -9.17 -0.31
C -2.52 -1.55 -8.08 -0.08
H -0.31 -1.86 -5.73 0.44
H 1.00 -2.96 -7.74 0.36
H -0.04 -3.18 -9.81 0.39
H -2.37 -2.30 -10.12 0.35
H -3.45 -1.03 -8.23 0.37
N -5.76 -3.64 -2.35 -0.41
C -4.90 -4.64 -2.52 -0.16
C -5.35 -5.97 -2.38 -0.24
C -6.69 -6.28 -2.15 -0.23
C -7.60 -5.20 -2.14 -0.38
C -7.08 -3.93 -2.22 -0.18
H -3.84 -4.44 -2.60 0.40
H -4.58 -6.72 -2.46 0.35
H -6.91 -7.34 -2.15 0.40
H -8.65 -5.45 -2.07 0.37
H -7.73 -3.08 -2.07 0.37
N -3.31 7.82 5.91 -0.38
C -2.94 6.62 5.42 -0.18
C -2.81 5.55 6.25 -0.21
C -2.82 5.80 7.62 -0.24
C -2.97 7.01 8.13 -0.28
C -3.27 8.03 7.25 -0.13
H -3.05 6.42 4.36 0.36
H -2.68 4.63 5.70 0.38
H -2.64 4.94 8.25 0.37
H -2.90 7.21 9.18 0.37
H -3.31 9.03 7.65 0.37
C -2.73 -4.51 4.47 -0.34
C -3.55 -5.32 3.40 -0.17
O -4.11 -6.38 4.14 -0.32
C -3.92 -6.13 5.54 0.62
O -4.35 -6.76 6.44 -0.45
O -3.35 -4.89 5.71 -0.35
H -2.90 -3.43 4.46 0.23
H -1.66 -4.65 4.60 0.26
H -2.72 -5.62 2.75 0.24
H -4.22 -4.69 2.82 0.28
C 8.24 1.80 2.31 -1.00
C 8.37 3.26 2.54 -0.43
C 9.83 3.71 2.74 -0.50
C 10.60 3.34 1.55 0.29
N 11.21 3.06 0.57 -0.44
H 7.33 1.55 1.76 0.29
H 8.24 1.29 3.28 0.29
H 9.16 1.50 1.80 0.33
H 7.82 3.62 3.41 0.32
H 8.03 3.84 1.68 0.29
H 10.20 3.08 3.55 0.24
H 9.90 4.75 3.05 0.32
C 4.01 -7.63 0.48 -1.01
C 2.67 -7.44 -0.16 -0.35
C 2.39 -8.44 -1.37 -0.50
C 2.68 -7.80 -2.74 0.20
N 2.94 -7.26 -3.71 -0.38
H 4.48 -8.56 0.14 0.26
H 3.86 -7.71 1.56 0.27
H 4.82 -6.90 0.38 0.31
H 2.67 -6.43 -0.57 0.30
H 1.89 -7.52 0.59 0.31
H 1.32 -8.60 -1.32 0.24
H 2.92 -9.40 -1.29 0.35
C 6.03 0.51 -4.86 -1.24
C 5.19 1.71 -5.02 -0.36
C 5.87 3.04 -5.32 -0.36
C 6.67 3.24 -6.50 0.26
N 7.28 3.35 -7.42 -0.36
H 6.46 0.18 -5.81 0.32
H 5.54 -0.41 -4.53 0.35
H 6.87 0.72 -4.21 0.32
H 4.58 1.77 -4.12 0.31
H 4.51 1.44 -5.82 0.27
H 6.49 3.22 -4.44 0.26
H 5.03 3.74 -5.35 0.23
C 3.55 7.69 -1.84 -0.99
C 2.96 6.65 -0.77 -0.50
C 2.61 7.09 0.64 -0.46
C 1.58 8.06 0.62 0.25
N 0.74 8.85 0.60 -0.44
H 3.80 8.68 -1.46 0.35
H 2.84 7.62 -2.67 0.25
H 4.48 7.35 -2.30 0.32
H 3.78 5.93 -0.74 0.27
H 2.13 6.08 -1.19 0.39
H 3.39 7.70 1.09 0.22
H 2.42 6.30 1.37 0.34
C -8.71 -0.79 3.58 -1.20
C -8.89 0.62 4.19 -0.31
C -7.57 1.33 4.39 -0.49
C -6.86 1.55 3.11 0.22
N -6.46 1.72 2.04 -0.43
H -9.72 -1.18 3.47 0.31
H -7.97 -1.51 3.93 0.37
H -8.34 -0.77 2.55 0.36
H -9.18 0.41 5.22 0.27
H -9.56 1.24 3.60 0.30
H -6.95 0.60 4.92 0.25
H -7.56 2.21 5.03 0.34